Entry 1:
{"formula": "C6H10O", "method": "ωB97M-V/def2-TZVPD", "homo_ev": -8.593, "lumo_ev": 1.0, "elements": ["C", "C", "C", "O", "C", "C", "C", "H", "H", "H", "H", "H", "H", "H", "H", "H", "H"], "coordinates": [[2.270, -0.088, -0.170], [1.104, 0.800, 0.257], [-0.063, 0.001, 0.801], [-1.167, 0.831, 1.204], [-2.038, 0.124, 0.322], [-1.932, 0.447, -1.100], [-0.938, -0.786, -0.189], [1.964, -0.809, -0.939], [2.673, -0.655, 0.678], [3.084, 0.512, -0.587], [0.738, 1.403, -0.583], [1.419, 1.504, 1.036], [0.249, -0.652, 1.630], [-2.947, -0.267, 0.774], [-2.626, -0.244, -1.611], [-0.743, -0.259, -1.268], [-1.047, -1.864, -0.256]], "mulliken_charge": [-1.118, -0.658, 0.151, -0.479, -0.103, -0.785, -0.327, 0.309, 0.308, 0.350, 0.376, 0.303, 0.344, 0.436, 0.210, 0.220, 0.463]}

=====

Entry 2:
{"formula": "C26H29N3O2S2", "method": "ωB97M-V/def2-TZVPD", "homo_ev": -7.637, "lumo_ev": 0.2, "elements": ["C", "H", "O", "C", "C", "C", "C", "C", "C", "H", "H", "O", "C", "H", "H", "H", "N", "C", "N", "C", "H", "H", "C", "C", "C", "N", "C", "C", "C", "C", "C", "C", "H", "C", "H", "H", "H", "H", "H", "H", "C", "H", "H", "H", "H", "H", "C", "C", "C", "C", "C", "S", "H", "H", "H", "H", "H", "S", "H", "H", "H", "H"], "coordinates": [[-2.519, -4.686, -0.037], [-2.090, -4.319, -1.100], [-3.188, -3.647, 0.543], [-2.683, -2.623, 0.965], [-1.407, -2.418, 0.520], [-0.947, -1.139, 1.188], [-1.761, -0.317, 2.096], [-2.994, -0.523, 2.113], [-3.559, -1.708, 1.677], [-4.479, -2.058, 2.003], [-3.650, 0.300, 2.858], [-1.152, 1.066, 2.232], [-1.767, 1.693, 3.000], [-1.105, 2.808, 3.330], [-2.690, 2.202, 2.454], [-2.149, 1.400, 4.198], [0.416, -0.750, 0.869], [1.395, -1.239, 0.294], [2.510, -0.261, -0.333], [2.190, 1.088, -0.432], [3.168, 1.487, -0.685], [1.555, 1.634, 0.409], [1.484, 1.386, -1.834], [0.040, 0.771, -1.696], [-0.330, -0.319, -2.591], [-1.581, -0.609, -2.085], [-2.107, 0.286, -1.412], [-3.340, 0.947, -0.955], [-3.616, 1.973, -0.197], [-2.442, 2.876, -0.098], [-1.208, 2.696, -0.687], [-1.057, 1.332, -1.394], [-0.368, 3.320, -0.504], [-2.742, 4.130, 0.438], [-1.874, 4.533, 1.008], [-2.900, 5.197, -0.276], [-3.540, 4.233, 0.970], [-4.510, 2.304, 0.341], [-4.219, 0.140, -1.003], [-2.328, -1.318, -2.196], [0.488, -1.640, -2.908], [-0.386, -1.987, -3.543], [1.163, -1.196, -3.573], [0.729, -2.455, -2.340], [1.353, 2.409, -2.145], [2.223, 0.742, -2.704], [3.726, -1.033, -0.736], [4.954, -0.524, -0.010], [6.043, 0.131, -0.654], [6.783, 0.542, 0.500], [6.411, 0.440, 1.648], [4.806, -0.190, 1.628], [7.021, 0.719, 2.533], [7.972, 0.756, 0.344], [6.368, -0.036, -1.483], [3.628, -1.916, -0.438], [3.723, -0.775, -1.918], [1.509, -2.834, 0.181], [0.501, 0.488, 1.079], [-0.672, -2.894, 0.357], [-1.629, -5.060, 0.370], [-3.171, -5.556, -0.179]], "mulliken_charge": [-0.771, 0.215, -0.414, 0.393, -2.595, 1.099, -0.368, 0.268, -1.349, 0.616, 0.138, -0.030, -0.893, 0.129, 0.292, 0.254, 0.296, 0.301, 0.407, -0.867, 0.588, 0.103, -0.675, 0.978, -0.145, 0.389, 0.004, -1.092, -0.576, 1.448, -1.288, 0.670, 0.371, -1.874, 0.341, 0.177, 0.577, 0.334, 0.087, 0.405, -1.915, 0.494, 0.494, 0.374, 0.489, 0.163, -0.920, 0.588, -1.205, -0.187, -0.439, -0.149, 0.376, 0.115, 0.707, 0.751, 0.275, -0.536, 0.252, 1.714, 0.336, 0.280]}

=====

Entry 3:
{"formula": "C43H43Cl3IrN4OP2S", "method": "ωB97M-V/def2-TZVPD", "homo_ev": -9.262, "lumo_ev": -3.4, "total_charge": 1, "elements": ["Ir", "C", "P", "C", "C", "C", "P", "C", "C", "H", "H", "H", "H", "H", "H", "H", "H", "H", "H", "H", "H", "H", "H", "H", "H", "N", "C", "C", "C", "C", "C", "C", "C", "C", "C", "H", "H", "H", "H", "Cl", "C", "C", "C", "C", "C", "C", "N", "C", "C", "N", "C", "O", "C", "C", "C", "Cl", "S", "C", "C", "C", "Cl", "C", "H", "H", "H", "H", "H", "H", "H", "H", "H", "H", "H", "H", "H", "C", "C", "C", "C", "C", "C", "N", "C", "C", "C", "C", "C", "C", "H", "H", "H", "H", "H", "H", "H", "H", "H", "H"], "coordinates": [[-1.759, 0.370, 0.647], [-5.095, 0.034, 3.012], [-3.838, 1.003, 2.122], [-4.766, 2.463, 1.587], [-2.932, 1.784, 3.514], [-1.909, 0.817, 4.060], [-0.781, 0.334, 2.733], [-0.199, -1.260, 3.390], [0.676, 1.386, 2.968], [-5.585, 0.660, 3.756], [-4.644, -0.834, 3.491], [-5.836, -0.328, 2.298], [-5.266, 2.898, 2.454], [-5.505, 2.198, 0.833], [-4.079, 3.181, 1.146], [-3.616, 2.105, 4.301], [-2.453, 2.675, 3.100], [-2.395, -0.101, 4.403], [-1.360, 1.235, 4.905], [0.123, -1.131, 4.424], [0.627, -1.647, 2.798], [-1.014, -1.982, 3.352], [1.010, 1.328, 4.004], [0.436, 2.420, 2.719], [1.477, 1.049, 2.308], [-8.862, 4.961, -4.664], [-8.020, 4.420, -4.099], [-6.965, 3.754, -3.381], [-7.098, 2.412, -3.032], [-6.097, 1.783, -2.316], [-4.950, 2.488, -1.940], [-4.809, 3.825, -2.324], [-5.811, 4.454, -3.037], [-3.934, 1.858, -1.151], [-3.092, 1.345, -0.449], [-7.985, 1.869, -3.325], [-6.187, 0.739, -2.049], [-3.902, 4.354, -2.061], [-5.704, 5.489, -3.332], [9.122, -4.508, -1.567], [7.638, -3.789, -1.049], [6.867, -4.416, -0.086], [5.681, -3.822, 0.310], [5.236, -2.623, -0.236], [3.892, -2.084, 0.206], [2.841, -2.259, -0.890], [1.503, -2.103, -0.336], [0.660, -3.117, 0.064], [-0.446, -2.516, 0.568], [-0.278, -1.153, 0.488], [0.907, -0.941, -0.061], [3.918, -0.707, 0.542], [3.947, -0.441, 1.941], [5.152, -1.018, 2.618], [5.160, -2.159, 3.365], [3.811, -3.173, 3.721], [6.708, -2.551, 3.979], [7.387, -1.170, 3.228], [6.461, -0.452, 2.544], [6.036, -2.019, -1.205], [5.583, -0.519, -1.961], [7.232, -2.590, -1.609], [7.189, -5.354, 0.342], [5.080, -4.308, 1.072], [3.574, -2.666, 1.076], [2.925, -3.249, -1.333], [2.998, -1.499, -1.652], [0.913, -4.156, -0.056], [-1.337, -2.963, 0.971], [1.341, 0.020, -0.280], [3.040, -0.824, 2.423], [3.957, 0.647, 2.012], [8.439, -0.964, 3.344], [6.685, 0.451, 1.993], [7.835, -2.106, -2.365], [-1.129, -3.118, -3.550], [-2.066, -2.879, -2.558], [-2.066, -1.679, -1.864], [-1.133, -0.677, -2.150], [-0.189, -0.930, -3.159], [-0.186, -2.137, -3.838], [-1.072, 0.470, -1.360], [-0.633, 1.711, -1.824], [-0.705, 2.083, -3.171], [-0.314, 3.351, -3.572], [0.161, 4.275, -2.652], [0.215, 3.927, -1.310], [-0.187, 2.666, -0.902], [-1.127, -4.055, -4.089], [-2.806, -3.635, -2.324], [-2.802, -1.481, -1.092], [0.576, -0.190, -3.361], [0.563, -2.315, -4.599], [-1.124, 1.390, -3.889], [-0.393, 3.625, -4.616], [0.459, 5.264, -2.973], [0.571, 4.643, -0.580], [-0.175, 2.386, 0.148]], "mulliken_charge": [2.327, -1.448, 0.905, -1.468, -1.273, -0.880, 1.338, -1.458, -1.370, 0.438, 0.409, 0.428, 0.611, 0.333, 0.365, 0.576, 0.381, 0.441, 0.543, 0.510, 0.156, 0.432, 0.547, 0.405, 0.060, -0.481, -0.082, 0.531, -0.790, -0.193, 0.301, -0.422, -0.736, 0.825, -1.611, 0.458, 0.501, 0.575, 0.450, -0.199, 0.345, -1.054, -0.139, -0.264, 0.458, -1.336, 0.655, -0.836, -1.233, -0.128, -0.176, -0.274, 0.077, -0.180, 0.819, -0.200, -0.183, -0.309, -1.126, 0.908, -0.207, -0.802, 0.436, 0.428, 0.152, 0.382, 0.391, 0.670, 0.530, 0.470, -0.218, 0.583, 0.479, 0.438, 0.470, -0.675, -0.698, -0.402, 0.180, -0.424, -0.844, -0.180, 0.468, -0.490, -0.819, -0.692, -0.925, -0.172, 0.425, 0.461, 0.361, 0.605, 0.437, 0.537, 0.423, 0.434, 0.452, 0.074]}